ORCA calculation (wB97M-V/def2-TZVPD) on C40H60BiN6O6PS as an isolated structure.

```
115
C40H60BiN6O6PS (wB97M-V/def2-TZVPD)
Bi -0.62002 0.16456 0.12856
O 2.61427 -1.41251 2.62845
C 1.65724 -0.79401 2.19534
O 0.88389 -1.15578 1.22951
C 1.30794 0.54419 2.82378
C 1.97801 1.06075 3.91958
C 1.57121 2.29611 4.40961
C 0.52486 2.96925 3.79435
C -0.08964 2.37958 2.69966
N 0.30630 1.19563 2.24784
C -1.22984 3.05134 1.93018
O -1.60361 4.14707 2.32275
O -1.65158 2.37750 0.92982
H 2.78059 0.48748 4.36269
H 2.06501 2.72916 5.27074
H 0.16581 3.93177 4.13067
C -5.23936 -1.04557 2.04994
C -4.07235 -0.10544 1.74307
C -4.29404 0.56153 0.38795
P -2.42256 -0.94167 1.81122
C -1.91973 -1.00602 3.59980
C -0.85834 -2.08484 3.86195
C -3.07002 -1.13458 4.60416
C -2.53904 -2.58495 1.11433
C -3.19528 -3.62350 1.78887
C -3.31764 -4.89071 1.26099
C -4.01940 -5.99913 1.99788
C -2.75388 -5.10161 -0.00420
C -2.09904 -4.10944 -0.69293
C -1.95540 -2.80547 -0.15950
N -1.30045 -1.81420 -0.83338
C -0.98405 -2.01523 -2.21227
C -1.98832 -1.84775 -3.18062
C -3.40872 -1.58312 -2.77359
C -1.66528 -1.96661 -4.52462
C -0.37248 -2.25399 -4.94695
C -0.03528 -2.32102 -6.41216
C 0.59247 -2.46959 -3.97686
C 0.30796 -2.37482 -2.61595
C 1.36338 -2.76098 -1.61823
H -6.16737 -0.47003 2.05080
H -5.15571 -1.54682 3.01128
H -5.31899 -1.81197 1.27776
H -4.00557 0.67676 2.50627
H -4.29275 -0.18019 -0.41154
H -3.54044 1.31821 0.17850
H -5.27241 1.04743 0.38442
H -1.46983 -0.01918 3.75087
H -1.05224 -2.99754 3.30001
H -0.86073 -2.33833 4.92350
H 0.14601 -1.75584 3.60852
H -3.52915 -2.12282 4.56921
H -3.84657 -0.38473 4.46840
H -2.66034 -1.00471 5.60756
H -3.62366 -3.42807 2.76564
H -4.38827 -5.65380 2.96412
H -3.35107 -6.84322 2.18006
H -4.87362 -6.37678 1.43193
H -2.82892 -6.08550 -0.45630
H -1.67156 -4.32033 -1.66504
H -3.45600 -0.74004 -2.09016
H -3.83716 -2.45441 -2.27040
H -4.02208 -1.35390 -3.64490
H -2.44865 -1.82637 -5.26329
H -0.83857 -2.78975 -6.98210
H 0.87905 -2.88986 -6.58088
H 0.11779 -1.32057 -6.82386
H 1.60023 -2.73670 -4.27879
H 2.34092 -2.81319 -2.09913
H 1.14108 -3.74816 -1.20192
H 1.41953 -2.08598 -0.77100
C -3.53035 2.76965 -4.69778
O -3.27288 1.78636 -3.69991
C -2.30669 1.98263 -2.78476
O -2.06547 1.09374 -1.99250
N -1.64701 3.16233 -2.81641
N -0.71123 3.49585 -1.82778
H -4.28772 2.34053 -5.34605
H -2.63392 2.98160 -5.28265
H -3.92463 3.68856 -4.25730
H -1.99919 3.93895 -3.34424
H -1.11276 3.29344 -0.91058
H 0.10854 2.90563 -1.95074
C 7.15171 -0.50026 0.83531
C 6.58854 0.28061 -0.34776
C 5.33506 -0.34508 -0.95518
C 4.17109 -0.48574 0.01907
N 3.79706 0.78653 0.62706
C 2.93065 1.67044 0.11013
S 2.10108 1.35765 -1.33535
N 2.75643 2.79518 0.82920
C 1.94303 3.94144 0.44252
C 2.53367 4.81120 -0.66027
C 3.85655 5.49859 -0.32092
C 5.08326 4.58554 -0.33149
H 8.08621 -0.06319 1.18877
H 7.35165 -1.53767 0.55820
H 6.46014 -0.52092 1.68058
H 7.35137 0.35902 -1.12578
H 6.36840 1.30878 -0.04275
H 5.57027 -1.34393 -1.33617
H 5.00123 0.24994 -1.80881
H 4.39715 -1.16857 0.83663
H 3.29674 -0.87955 -0.49443
H 4.21414 1.00121 1.51980
H 3.29822 2.89107 1.67341
H 1.79969 4.53343 1.34898
H 0.96007 3.57854 0.14676
H 1.77876 5.56776 -0.88886
H 2.65163 4.20800 -1.56359
H 3.77255 6.00202 0.64856
H 4.01683 6.29205 -1.05473
H 5.11405 3.91334 0.52658
H 6.00354 5.17108 -0.31585
H 5.09595 3.96528 -1.23087
```

Properties
Gap between HOMO and LUMO in eV: 7.2

---

ORCA calculation (wB97M-V/def2-TZVPD) on C28H37N4O4P2PdSSe as an isolated structure.

```
78
C28H37N4O4P2PdSSe (wB97M-V/def2-TZVPD)
Pd -1.09416 -2.68396 0.12186
C -2.20193 -1.28333 3.15557
P -1.30648 -0.91336 1.60205
C 0.34714 -0.53317 2.23966
N 0.44744 0.47906 3.12286
C 1.71051 0.69932 3.61544
C 1.92592 1.74870 4.51802
C 3.18265 2.00203 5.03940
C 4.26184 1.20218 4.66812
C 4.07242 0.15791 3.77982
C 2.81089 -0.11590 3.23608
N 2.66436 -1.16923 2.36587
C 1.42408 -1.33654 1.87373
P 1.10429 -2.79873 0.85016
C 1.48643 -4.14675 2.02372
C 2.44417 -2.95179 -0.43177
C 2.42548 -1.71383 -1.33822
C 2.16016 -4.21260 -1.25873
C 3.85498 -3.07008 0.15607
C -1.97897 0.76756 1.03691
C -2.41878 1.64476 2.20350
C -4.19242 -0.09460 0.55302
C -0.89183 1.51626 0.26857
H -1.97363 -0.53926 3.91807
H -1.84962 -2.25930 3.49035
H -3.27633 -1.34266 2.98759
H 1.07207 2.35718 4.79264
H 3.32633 2.82175 5.73289
H 5.24751 1.39704 5.07304
H 4.89585 -0.47841 3.47743
H 2.44167 -3.96459 2.51601
H 1.49395 -5.11367 1.52114
H 0.69559 -4.15289 2.77371
H 0.72364 -2.22425 -2.24412
H 3.21722 -1.85833 -2.08781
H 2.68930 -0.83290 -0.74664
H 1.17037 -4.21689 -1.71589
H 2.24595 -5.11120 -0.64440
H 2.90622 -4.29171 -2.05525
H 4.10192 -2.22570 0.79533
H 4.57717 -3.13541 -0.66414
H 3.95542 -3.97849 0.75217
H -3.19536 1.17997 2.80987
H -2.80930 2.58437 1.80338
H -1.56879 1.83455 2.85847
H -4.65682 0.38935 1.41851
H -3.96305 -1.13779 0.78391
H -4.90215 -0.08433 -0.27308
H -0.06834 1.72274 0.96612
H -1.32008 2.48309 -0.02841
H -0.13518 -0.11394 -0.77007
C -2.50475 5.53692 -3.97005
C -2.32241 4.04396 -3.95948
C -1.72930 3.38325 -5.03049
C -1.56073 2.00633 -5.01952
C -1.98976 1.27669 -3.91961
C -2.59343 1.91477 -2.83746
C -2.75386 3.28825 -2.86744
S -1.74457 -0.47015 -3.83927
O -1.26534 -0.87518 -5.19353
O -3.04962 0.59857 0.10299
N -0.45703 0.83404 -0.93060
C 0.52711 1.56511 -1.65928
C 1.86568 1.84211 -0.94163
O 2.76529 2.46351 -1.37826
O 1.19019 -1.42236 -1.95969
H -2.01939 5.98883 -4.83483
H -2.08201 5.98925 -3.07111
H -3.56313 5.80458 -4.00163
H -1.38641 3.95573 -5.88500
H -1.09555 1.48851 -5.84807
H -2.89823 1.34385 -1.96900
H -3.21807 3.78530 -2.02223
H 0.13550 2.54938 -1.95255
H 0.79704 1.03166 -2.57351
Se -3.40428 -3.64605 -0.73606
N -0.95913 -3.54083 -2.46729
C -1.96352 -3.63820 -1.87787
```

Properties
Charge: -1
Multiplicity: 5
Gap between HOMO and LUMO (alpha / beta) in eV: 5.3 / 7.0

---

ORCA calculation (wB97M-V/def2-TZVPD) on a 4-piece molecular cluster, C4H17NO3 overall.

```
25
C4H17NO3 (wB97M-V/def2-TZVPD)
C 0.69690 -1.54462 -1.58953
N -0.32830 -0.49189 -1.36577
C 0.77689 1.34259 -2.73400
C 0.18492 0.89040 -1.37003
C 1.27901 1.03539 -0.28265
H 0.96682 -1.89858 -0.59300
H 1.59937 -1.07625 -1.97083
H 0.26840 -2.36906 -2.14436
H -1.07428 -0.65327 -2.03112
H 0.27956 2.18372 -3.21115
H 0.80544 0.54378 -3.48326
H 1.83487 1.55697 -2.58369
H -0.64550 1.52282 -1.06594
H 1.45533 2.11082 -0.21751
H 2.18897 0.48849 -0.49604
H 0.90787 0.68536 0.68286
H -0.51381 1.85167 2.54809
H 0.02431 1.80841 3.95712
O -0.07048 1.25951 3.17017
H -1.65508 -0.13265 1.64906
H -1.94121 0.09340 0.18636
O -2.05676 0.51239 1.05475
H 0.06568 -2.48299 2.88822
H -0.44334 -2.29372 1.44857
O -0.23182 -2.96310 2.10996
```

Properties
SMILES: CNC(C)C.O.O.O
Gap between HOMO and LUMO in eV: 9.6

---

| no. | molecular weight (g/mol) | maximum force (hartree/bohr) |
| --- | --- | --- |
| 1 | 992.977 | 0.0051 |
| 2 | 773.023 | 0.0084 |
| 3 | 127.184 | 0.0389 |